(one)
{
  "formula": "C3H5ClO2",
  "method": "ωB97M-V with the def2-TZVPD basis set",
  "symbols": ["O", "C", "O", "C", "C", "Cl", "H", "H", "H", "H", "H"],
  "xyz": [[2.8531, 0.1698, -0.5470], [2.2115, -0.5176, 0.2409], [0.8054, -0.4534, 0.4818], [0.2618, 0.7536, -0.1163], [-1.1131, 0.8084, 0.4384], [-2.2263, -0.4168, -0.2567], [2.3798, -1.4079, 0.8160], [0.7947, 1.6348, 0.1232], [0.1462, 0.5506, -1.2349], [-1.7425, 1.7061, 0.3244], [-1.1602, 0.6047, 1.4772]],
  "smiles": "O=COCCCl",
  "lumo_energy_ev": 0.84
}

***

(two)
{
  "formula": "C3H5ClO2",
  "method": "ωB97M-V with the def2-TZVPD basis set",
  "symbols": ["C", "C", "C", "H", "H", "H", "H", "H", "O", "O", "Cl"],
  "xyz": [[0.9203, -0.8163, 0.3098], [0.5091, 0.6168, 0.0041], [-0.8608, 0.9725, 0.0412], [2.7269, -0.2223, -0.2918], [-0.2113, -1.6833, -0.1355], [0.8647, -0.8426, 1.6478], [-1.0807, 1.4092, -0.9666], [-1.1385, 1.5718, 1.0123], [2.1820, -1.1211, -0.2289], [1.3581, 1.4970, -0.0415], [-1.9349, -0.4634, -0.0725]],
  "lumo_energy_ev": 0.20
}

***

Stability check: which of them is least stable? (two).

***

(one)
{
  "formula": "C3H11NS2",
  "method": "ωB97M-V with the def2-TZVPD basis set",
  "symbols": ["C", "N", "C", "H", "H", "H", "H", "H", "H", "H", "C", "S", "S", "H", "H", "H", "H"],
  "xyz": [[-1.6272, 1.1480, -2.2828], [-0.6265, 0.1638, -2.7352], [-1.1312, -1.1938, -2.6555], [-2.4949, 1.1245, -2.9638], [-1.9881, 0.8960, -1.2561], [-1.2019, 2.1523, -2.2770], [0.1478, 0.3540, -2.1092], [-1.3277, -1.5204, -1.6364], [-0.4851, -1.8953, -3.1773], [-2.1269, -1.1839, -3.1025], [1.0229, -1.4726, 0.6516], [0.9776, -0.5698, 2.2013], [0.3144, 1.2503, 1.4142], [-0.0106, -1.5666, 0.2722], [1.3907, -2.4777, 0.8096], [1.4816, -0.9093, -0.1849], [0.3628, 1.9638, 2.5592]],
  "smiles": "CNC.CSS",
  "lumo_energy_ev": 0.39
}

***

(two)
{
  "formula": "C3H11NS2",
  "method": "ωB97M-V with the def2-TZVPD basis set",
  "symbols": ["C", "C", "N", "H", "H", "H", "H", "H", "H", "H", "C", "S", "S", "H", "H", "H", "H"],
  "xyz": [[-1.8120, -1.1398, 0.6218], [-0.5662, -1.7064, 1.2860], [0.5757, -0.8525, 1.0259], [-1.7734, -1.1705, -0.4667], [-2.6981, -1.7010, 0.9310], [-1.9745, -0.1070, 0.9256], [-0.8041, -1.8037, 2.3545], [-0.3812, -2.7116, 0.9010], [1.4308, -1.1874, 1.4451], [0.4180, 0.1054, 1.3062], [1.8713, 2.1162, -1.1184], [0.1052, 2.1374, -0.7305], [-0.7552, 1.5145, -2.4731], [2.1134, 1.1497, -1.5566], [2.3628, 2.2068, -0.1550], [2.1818, 2.8900, -1.8130], [-0.2940, 0.2598, -2.4838]],
  "smiles": "CCN.CSS",
  "lumo_energy_ev": 0.65
}

***

Stability check: which of them is least stable? (one).

***

(one)
{
  "formula": "BrClFNO",
  "method": "ωB97M-V with the def2-TZVPD basis set",
  "symbols": ["Cl", "Br", "O", "N", "F"],
  "xyz": [[-2.1366, 1.3666, 1.4802], [-2.0116, -0.6412, 2.1493], [1.5926, -1.1941, -1.6886], [1.1112, -0.1655, -1.6426], [1.4444, 0.6341, -0.2983]],
  "smiles": "ClBr.O=NF",
  "lumo_energy_ev": -1.24
}

***

(two)
{
  "formula": "BrClFNO",
  "method": "ωB97M-V with the def2-TZVPD basis set",
  "symbols": ["N", "O", "F", "Cl", "Br"],
  "xyz": [[-1.1729, -0.3177, -0.7219], [-0.5193, -0.6096, -1.5885], [0.2320, -0.5608, 1.7402], [1.1493, 0.4701, -2.0310], [0.3109, 1.0181, 2.6012]],
  "lumo_energy_ev": [-1.87, -1.87]
}

***

Stability check: which of them is least stable? (two).

***

(one)
{
  "formula": "C9H40N18O11",
  "method": "ωB97M-V with the def2-TZVPD basis set",
  "symbols": ["N", "C", "N", "O", "H", "H", "H", "H", "N", "C", "N", "O", "H", "H", "H", "H", "N", "C", "N", "O", "H", "H", "H", "H", "N", "C", "N", "O", "H", "H", "H", "H", "N", "C", "N", "O", "H", "H", "H", "H", "N", "C", "N", "O", "H", "H", "H", "H", "N", "C", "N", "O", "H", "H", "H", "H", "N", "C", "N", "O", "H", "H", "H", "H", "N", "C", "N", "O", "H", "H", "H", "H", "O", "H", "H", "O", "H", "H"],
  "xyz": [[7.3664, -17.1553, -5.0988], [7.8182, -16.2144, -6.0153], [9.1333, -16.0967, -6.0913], [6.9866, -15.5178, -6.6613], [6.4112, -17.0303, -4.9007], [8.0646, -17.4696, -4.4208], [9.5112, -15.5413, -6.8376], [9.7591, -16.8276, -5.7787], [12.8090, -20.3015, -5.7245], [12.9891, -19.0659, -5.1013], [11.8479, -18.4811, -4.6312], [14.0891, -18.4778, -5.0636], [13.6574, -20.7910, -5.9571], [11.8772, -20.6809, -5.8130], [12.0369, -17.4715, -4.5252], [11.4305, -18.8156, -3.7422], [12.9015, -9.9044, -8.4329], [13.7248, -10.9468, -8.4015], [13.2397, -12.1023, -8.8977], [14.8355, -10.7660, -7.9103], [11.9677, -9.9716, -8.6977], [13.2674, -9.0335, -8.1031], [13.9333, -12.5949, -9.3859], [12.4082, -12.0668, -9.5327], [15.4352, -16.7636, -7.2502], [16.6346, -16.1476, -7.4600], [16.5615, -14.8475, -7.8959], [17.6934, -16.7199, -7.3958], [14.4892, -16.3780, -7.2528], [15.4933, -17.7559, -7.0323], [17.4249, -14.5712, -8.3663], [15.6514, -14.5223, -8.1905], [14.9767, -16.0179, -0.5931], [13.8449, -15.2889, -0.5182], [13.9265, -13.9385, -0.4144], [12.7631, -15.8620, -0.5520], [15.8774, -15.5981, -0.5047], [14.9556, -17.0221, -0.7965], [14.7761, -13.4881, -0.6702], [13.0859, -13.4344, -0.5802], [14.3575, -10.3402, -5.1355], [14.5716, -11.6412, -4.7533], [15.6834, -12.2452, -5.3011], [13.8288, -12.2108, -3.9985], [13.3582, -10.1445, -5.0343], [14.6920, -10.1508, -6.0692], [15.8012, -13.2268, -5.2564], [16.2782, -11.7602, -5.9589], [8.1931, -11.8143, -6.6010], [9.1370, -12.2522, -7.4774], [8.6518, -13.3837, -8.0946], [10.2190, -11.7038, -7.6908], [8.4689, -10.9552, -6.0998], [7.5583, -12.4344, -6.1625], [9.2871, -14.0137, -8.5787], [7.7790, -13.8271, -7.7987], [11.8545, -13.5453, -5.9017], [12.4766, -14.7158, -5.9427], [13.3530, -14.9804, -4.9534], [12.4002, -15.4643, -6.8985], [11.2636, -13.2488, -6.7315], [12.1254, -12.8861, -5.1411], [13.6764, -14.1625, -4.4430], [13.8876, -15.8211, -5.1075], [9.4596, -15.7217, -2.9048], [9.5804, -16.9969, -2.5609], [10.2965, -17.1783, -1.4198], [9.3090, -17.9341, -3.3225], [9.9059, -15.0181, -2.4013], [9.2487, -15.5292, -3.8679], [10.9567, -16.4644, -1.1443], [10.8042, -18.0431, -1.2740], [12.4632, -11.7312, -1.2914], [12.7850, -10.8209, -1.0101], [12.9038, -11.9478, -2.1158], [11.0489, -14.5382, -9.3717], [10.7340, -15.2679, -9.8511], [11.4572, -14.9651, -8.5884]],
  "smiles": "NC(N)=O.NC(N)=O.NC(N)=O.NC(N)=O.NC(N)=O.NC(N)=O.NC(N)=O.NC(N)=O.NC(N)=O.O.O",
  "lumo_energy_ev": 0.25
}

***

(two)
{
  "formula": "C9H40N18O11",
  "method": "ωB97M-V with the def2-TZVPD basis set",
  "symbols": ["C", "O", "N", "N", "H", "H", "H", "H", "C", "O", "N", "N", "H", "H", "H", "H", "C", "O", "N", "N", "H", "H", "H", "H", "C", "O", "N", "N", "H", "H", "H", "H", "C", "O", "N", "N", "H", "H", "H", "H", "C", "O", "N", "N", "H", "H", "H", "H", "C", "O", "N", "N", "H", "H", "H", "H", "C", "O", "N", "N", "H", "H", "H", "H", "C", "O", "N", "N", "H", "H", "H", "H", "O", "H", "H", "O", "H", "H"],
  "xyz": [[-6.6806, 4.3832, 25.0974], [-7.5361, 4.3699, 24.2802], [-6.9111, 4.6014, 26.3620], [-5.4456, 4.5367, 24.8574], [-7.8920, 4.7202, 26.5716], [-6.1218, 4.7445, 26.9756], [-4.7914, 4.4735, 25.6243], [-5.2189, 4.6792, 23.8836], [-9.1594, 2.0849, 26.4892], [-10.2498, 2.3369, 25.9594], [-8.4325, 2.8361, 27.2221], [-8.6600, 0.9384, 26.2656], [-8.0439, 2.4009, 28.0465], [-8.7912, 3.7802, 27.2329], [-9.3509, 0.3963, 25.7666], [-7.6918, 0.7699, 26.0329], [-10.7819, 2.7628, 31.4251], [-10.0978, 1.8226, 31.8311], [-10.3020, 3.8094, 30.9150], [-12.0700, 2.7531, 31.3360], [-9.3513, 3.6770, 30.6009], [-10.8809, 4.5281, 30.5046], [-12.6936, 2.0167, 31.6344], [-12.5078, 3.6408, 31.1353], [-7.7747, 7.5673, 26.7492], [-7.3863, 7.7719, 27.8802], [-8.7709, 6.9063, 26.3203], [-7.2830, 8.2055, 25.7313], [-8.7338, 6.6317, 25.3491], [-9.2459, 6.4003, 27.0540], [-6.6173, 8.9431, 25.9126], [-7.7037, 8.2131, 24.8132], [-8.2064, 5.6485, 31.2471], [-7.1200, 6.1755, 31.0374], [-8.3699, 4.5606, 31.9883], [-9.3313, 6.0924, 30.9315], [-9.2182, 4.2381, 32.4314], [-7.4953, 4.0968, 32.1886], [-9.2986, 6.9884, 30.4664], [-10.1389, 5.6933, 31.3882], [-5.1387, 5.0876, 27.9716], [-5.2594, 5.9472, 27.1466], [-6.1044, 4.5460, 28.5821], [-3.9805, 4.6296, 28.3252], [-6.9224, 5.1371, 28.5432], [-5.8619, 3.8663, 29.2887], [-3.1583, 5.0726, 27.9409], [-3.8654, 4.2141, 29.2386], [-5.3340, 8.4632, 29.0714], [-4.4114, 9.1361, 29.5729], [-6.2918, 9.0538, 28.3739], [-5.3769, 7.1290, 28.9841], [-6.4593, 10.0496, 28.3921], [-6.7218, 8.4056, 27.7296], [-4.5177, 6.6977, 29.2937], [-6.0827, 6.5499, 28.5522], [-8.4660, 4.8329, 28.3710], [-9.0070, 4.6646, 27.2876], [-7.7561, 5.9251, 28.6482], [-8.6272, 3.9979, 29.3454], [-7.4044, 6.2571, 29.5348], [-7.7365, 6.5378, 27.8455], [-9.1041, 3.1197, 29.1992], [-8.1867, 4.1146, 30.2468], [-11.8250, 1.4718, 28.9263], [-11.7271, 0.2552, 28.7671], [-10.8442, 2.2757, 28.9079], [-12.8510, 2.2810, 29.0660], [-9.8868, 1.9898, 28.7602], [-11.1034, 3.2288, 28.6969], [-13.7717, 1.8804, 29.1753], [-12.6808, 3.1474, 29.5563], [-8.9849, 1.7841, 29.1801], [-9.2452, 0.8819, 28.9943], [-8.0294, 1.7747, 29.1232], [-11.2878, 4.1094, 27.2734], [-10.7173, 4.6984, 26.7797], [-11.4736, 3.3918, 26.6678]],
  "lumo_energy_ev": -0.52
}

***

Stability check: which of them is least stable? (two).